1.
DFT (the ωB97M-V functional and the def2-TZVPD basis) results for 2 unconnected molecules or ions with the total composition C6H15NO.

Calculated values
HOMO-LUMO gap = 9.75 eV
SMILES string = C/C=C/CCCN.O
HOMO energy = -8.859 eV
total charge = 0

Structure (XYZ):
```
23
C6H15NO (the ωB97M-V functional and the def2-TZVPD basis)
C 1.148 1.116 1.024
C -2.472 -1.416 0.487
C -0.225 1.770 0.815
H -3.430 -1.014 0.145
H -2.064 1.261 -0.280
N 1.004 -0.850 -0.586
H 1.054 0.511 1.928
H 1.781 -0.572 -3.453
C 1.734 0.332 -0.157
O 1.670 -1.493 -3.200
H 1.858 1.917 1.225
H -0.434 2.328 1.733
H 0.182 -0.562 -1.097
C -1.607 -0.303 1.065
H 0.902 -1.513 0.168
H 1.812 1.049 -0.978
H 2.773 0.081 0.052
C -1.379 0.850 0.447
H -1.956 -1.824 -0.379
H -0.183 2.569 0.071
H -0.999 -0.613 1.912
H -2.757 -2.118 1.270
H 1.586 -1.506 -2.212
```

***

2.
DFT (the ωB97M-V functional and the def2-TZVPD basis) results for 2 unconnected molecules or ions with the total composition C6H15NO.

Calculated values
HOMO-LUMO gap (alpha / beta) = 8.08 / 6.77 eV
HOMO energy (alpha / beta) = -7.037 / -6.200 eV
total charge = 0

Structure (XYZ):
```
23
C6H15NO (the ωB97M-V functional and the def2-TZVPD basis)
C 2.115 -0.587 -1.212
H 0.001 0.613 2.312
C -0.596 1.017 0.309
H -0.529 2.268 2.009
C 0.717 1.336 -0.327
H 2.543 0.627 1.293
H -0.313 -1.305 0.147
H -1.582 -1.056 -1.815
H 1.268 2.181 0.157
H -1.485 1.232 -0.273
H -1.793 -1.410 1.124
C -0.736 1.213 1.775
O 1.924 -0.124 1.181
H -1.746 0.998 2.126
H 1.505 -0.758 -2.103
C -2.096 -1.502 -0.961
H 2.929 0.106 -1.511
C 1.293 -0.029 -0.084
H -3.106 -1.091 -0.910
H 0.602 1.555 -1.390
N -1.342 -1.173 0.241
H -2.165 -2.579 -1.142
H 2.593 -1.532 -0.943
```

***

Q: Which of them is the least stable? A: 2.

***

1.
DFT (the ωB97M-V functional and the def2-TZVPD basis) results for 2 unconnected molecules or ions with the total composition C6H15NO.

Calculated values
HOMO-LUMO gap = 9.56 eV
SMILES string = CCC/C=C(/C)N.O
HOMO energy = -8.772 eV
total charge = 0

Structure (XYZ):
```
23
C6H15NO (the ωB97M-V functional and the def2-TZVPD basis)
C 1.393 2.431 -0.086
H 0.375 -2.896 0.637
H 1.742 1.457 -0.049
H -0.054 -3.028 -0.955
H 0.715 -1.461 2.486
H 2.007 -2.151 2.058
H 1.137 -0.467 -0.972
H 1.907 2.755 0.811
H -1.369 1.254 -1.563
C -0.356 1.253 -1.194
H -0.504 1.799 0.953
H -0.795 3.133 -0.019
H -1.183 -3.214 0.250
C 0.067 -0.259 -0.880
N -2.201 -0.938 -0.336
H -2.718 -0.572 -1.036
O 1.656 -1.562 2.776
H 0.249 1.601 -2.074
H 1.811 2.901 -0.978
C -0.464 -2.506 -0.032
C -0.833 -1.090 -0.405
C -0.067 2.204 0.003
H -2.515 -0.642 0.603
```

***

2.
DFT (the ωB97M-V functional and the def2-TZVPD basis) results for 2 unconnected molecules or ions with the total composition C6H15NO.

Calculated values
HOMO-LUMO gap = 9.63 eV
SMILES string = C=CCC[C@@H](C)N.O
HOMO energy = -9.039 eV
total charge = 0

Structure (XYZ):
```
23
C6H15NO (the ωB97M-V functional and the def2-TZVPD basis)
H 2.746 -0.969 0.688
H -2.819 1.066 -1.534
H -1.087 -2.803 0.740
H -1.174 2.026 -0.097
H -0.433 -2.202 -0.398
H 1.225 -0.100 3.019
C 1.274 0.679 0.894
C 0.579 0.017 2.103
H -0.128 0.776 2.476
H -1.627 -0.500 -3.432
C -1.102 0.947 -0.342
H 3.089 0.656 0.173
H 0.028 -0.837 2.090
O -0.892 -1.902 0.436
H 1.441 1.799 1.168
H -1.631 0.549 0.529
H 0.663 -0.694 -0.630
C -1.367 -0.201 -2.488
N 2.644 0.151 0.881
C 0.467 0.443 -0.383
H 0.865 0.831 -1.377
C -1.876 0.640 -1.586
H -0.379 -0.586 -2.260
```

***

3.
DFT (the ωB97M-V functional and the def2-TZVPD basis) results for C6H15NO in the gas phase.

Calculated values
HOMO-LUMO gap = 10.03 eV
SMILES string = CC(C)[C@H](N)CCO
HOMO energy = -9.054 eV
total charge = 0

Structure (XYZ):
```
23
C6H15NO (the ωB97M-V functional and the def2-TZVPD basis)
H 2.225 -1.484 1.224
N -0.487 -0.990 -1.766
C -0.021 -0.967 -0.392
H -2.883 -0.004 -0.600
C -2.162 0.492 0.058
H 1.561 0.004 1.932
O -2.883 1.063 1.150
H 0.164 -1.494 -2.365
H 0.676 1.849 0.375
H -1.601 -1.388 0.988
C 2.094 -0.408 1.069
H 2.011 -0.504 -1.046
H 0.242 -2.001 -0.137
C 1.213 1.378 -0.454
H -0.648 -0.063 1.525
H -0.608 -0.047 -2.132
H -3.419 0.354 1.544
C 1.361 -0.127 -0.245
H -1.752 1.337 -0.498
H 3.093 0.045 1.058
C -1.061 -0.508 0.616
H 0.688 1.607 -1.386
H 2.198 1.856 -0.516
```

***

Q: Which of them is the least stable? A: 2.

***

1.
DFT (the ωB97M-V functional and the def2-TZVPD basis) results for a gas-phase ion, CH6NO2 (charge +1).

Calculated values
HOMO-LUMO gap = 12.90 eV
SMILES string = [NH3+]C(O)O
HOMO energy = -16.680 eV
total charge = +1

Structure (XYZ):
```
10
CH6NO2 (the ωB97M-V functional and the def2-TZVPD basis)
H -0.951 -0.017 -1.183
C 0.678 -0.163 0.106
O 1.067 1.088 -0.226
H -1.112 0.749 0.246
H 1.874 1.426 0.256
O 0.912 -0.402 1.422
H -1.622 -0.892 0.091
H 1.662 -1.058 1.646
H 0.967 -0.930 -0.632
N -0.918 -0.114 -0.168
```

***

2.
DFT (the ωB97M-V functional and the def2-TZVPD basis) results for 2 unconnected molecules or ions with the total composition CH6NO2.

Calculated values
HOMO-LUMO gap = 11.71 eV
HOMO energy = -16.467 eV
total charge = +1

Structure (XYZ):
```
10
CH6NO2 (the ωB97M-V functional and the def2-TZVPD basis)
H 0.179 1.502 2.551
H -1.100 0.424 0.508
H 1.887 -0.449 -1.344
H -0.094 -1.804 -1.466
O 1.042 -0.107 -1.020
H -1.757 -1.004 -0.168
H 0.491 0.305 1.891
O -0.025 1.123 1.655
C -0.096 -0.737 -1.009
N -1.024 -0.383 -0.141
```

***

3.
DFT (the ωB97M-V functional and the def2-TZVPD basis) results for a gas-phase ion, CH6NO2 (charge +1).

Calculated values
HOMO-LUMO gap = 13.12 eV
SMILES string = [NH3+]C(O)O
HOMO energy = -16.947 eV
total charge = +1

Structure (XYZ):
```
10
CH6NO2 (the ωB97M-V functional and the def2-TZVPD basis)
H -1.706 0.550 -0.417
O 1.025 1.011 0.175
O 0.924 -1.240 0.129
H 1.207 1.710 -0.468
H -1.469 -1.001 0.189
H 0.358 -0.120 -1.527
H -1.116 0.339 1.133
N -1.104 -0.039 0.173
H 1.455 -1.120 0.933
C 0.425 -0.091 -0.321
```

***

Q: Which of them is the least stable? A: 2.